(1)
Below is a structure of composition C6H8I2O2, with properties calculated with ωB97M-V with the def2-TZVPD basis set.

## Properties
Frontier orbital gap   8.83 eV
Strongest force on any atom   0.0995 Eh/bohr
DFT total energy   -26644.7610 eV
ΔE to the lowest compared entry with this formula, charge and spin   236.1 kJ/mol

Structure (XYZ):
```
18
Properties=species:S:1:pos:R:3:forces:R:3
C 0.53609 0.51779 0.00871 2.833 -0.211 -0.974
O -2.28707 0.65512 -0.42191 2.131 3.418 1.571
C -0.14798 -0.58728 -0.16920 0.075 -0.081 0.345
H 2.39397 0.19333 0.96674 1.220 -0.020 2.739
H -0.15938 -2.65417 -0.21406 0.483 -0.487 -0.410
H -2.09507 -1.25755 0.42135 0.593 0.894 -1.098
I -1.48269 1.25196 2.44565 0.063 0.047 0.261
H 1.30734 -2.14261 0.63293 -0.396 0.536 0.005
H 2.44031 -0.13381 -0.61063 0.682 -1.145 -1.536
C -1.64714 -0.56145 -0.40952 0.070 -1.152 3.654
H 2.43955 1.56072 -0.30254 0.233 -0.019 0.782
C -1.23208 1.81351 0.40777 -4.893 -1.250 -0.812
I -2.01277 3.69914 -0.09881 -0.431 0.063 0.084
C 0.62398 -1.89548 -0.19216 -1.079 0.346 -0.002
H -1.93082 -0.97795 -1.30590 -0.197 -1.498 -2.279
C 2.11640 0.58736 0.06608 -3.924 1.280 -1.740
H 1.22575 -1.81383 -1.09376 -0.031 -0.782 -0.263
O -0.08840 1.74521 -0.13073 2.569 0.063 -0.328
```
Forces are in eV/Å.


(2)
Below is a cluster of 2 separate species, C6H8IO2 in total, with properties calculated with ωB97M-V with the def2-TZVPD basis set.

## Properties
Frontier orbital gap   7.08 eV
Total charge   -1
Strongest force on any atom   0.0778 Eh/bohr
DFT total energy   -18545.2120 eV
ΔE to the lowest compared entry with this formula, charge and spin   318.8 kJ/mol

Structure (XYZ):
```
17
Properties=species:S:1:pos:R:3:forces:R:3
O -4.42932 -2.12563 -2.37405 -1.366 0.386 -0.380
I -1.91282 -3.80481 -2.76587 0.135 0.050 0.135
H -1.69702 0.87785 -0.31922 1.605 -0.060 -1.196
O -3.09999 -0.33347 -3.12694 -0.659 0.266 0.005
C -0.84743 0.50201 -1.04716 -3.015 2.154 1.515
H -0.18588 -1.69017 1.42239 -0.249 -0.730 0.301
H 1.14624 -1.14929 -1.79015 0.011 -0.122 0.189
C -0.16368 -0.55516 -0.26577 0.779 1.313 -1.884
C -0.57895 -0.74902 1.08388 -1.656 0.106 2.891
H -0.26780 1.39437 -1.33050 0.105 -0.439 0.164
H 1.12725 -2.14307 -0.18696 0.446 0.375 -0.320
C 0.81433 -1.26446 -0.76074 0.784 -1.538 -0.730
C -3.16954 -2.30191 -1.54643 0.928 -1.412 1.610
C -3.42360 -1.28341 -2.46006 0.801 0.673 -1.451
H -1.71164 -0.74035 1.07748 1.190 -0.155 0.601
H -1.52260 0.25553 -1.87577 0.875 -0.659 -0.183
H -0.16600 -0.03925 1.87566 -0.714 -0.209 -1.265
```
Forces are in eV/Å.


(3)
Below is a structure of composition C6H8LiMnO6, with properties calculated with ωB97M-V with the def2-TZVPD basis set.

## Properties
Frontier orbital gap (alpha / beta)   7.71 / 7.64 eV
Total charge   +1
<S²>   8.755
Strongest force on any atom   0.0377 Eh/bohr
Multiplicity   6
DFT total energy   -50155.3162 eV
ΔE to the lowest compared entry with this formula, charge and spin   120.5 kJ/mol

Structure (XYZ):
```
22
Properties=species:S:1:pos:R:3:forces:R:3
H 0.91826 0.55744 3.68907 -0.112 -0.242 -0.275
C -0.13626 0.73614 -1.24585 -0.149 1.028 -1.411
O 1.24279 0.64033 1.63402 0.494 0.510 0.165
Mn 1.33055 -0.95357 0.61195 0.033 -0.461 0.040
H -0.83923 -0.91762 2.81357 -0.225 0.279 -0.054
H -0.55134 -0.61965 -4.07772 -0.043 -0.005 0.305
H 1.66517 -0.79478 -3.12553 -0.196 -0.080 0.132
O 0.96667 -0.23970 -1.27778 0.197 -0.296 0.256
Li 1.28852 2.18736 0.57950 -0.391 0.016 -0.250
C -0.94013 0.16426 2.66048 0.066 -0.362 0.419
C -0.52770 -0.71555 -2.98852 -0.403 -0.064 0.298
H -1.28856 -1.42715 -2.64153 0.131 0.136 -0.174
C 0.42463 0.85940 2.75068 -0.600 0.389 1.008
O -0.61248 -1.39958 0.54374 -0.367 -0.620 0.311
C -1.17311 -0.29733 0.33831 1.382 1.252 -0.530
O 0.18841 1.88942 -0.92844 -0.314 -0.918 1.286
H -1.62491 0.59030 3.40133 0.192 -0.218 -0.144
H 0.22013 1.93024 2.93481 0.205 -0.047 -0.543
O -1.53471 0.44620 1.37302 0.054 -0.073 -0.553
C 0.85129 -1.07112 -2.44576 0.181 -0.148 -0.512
O -0.79068 0.56687 -2.41691 -0.163 -0.288 0.179
H 0.92268 -2.13191 -2.18245 0.030 0.213 0.048
```
Forces are in eV/Å.


(4)
Below is a structure of composition C6H8LiO6Rb, with properties calculated with ωB97M-V with the def2-TZVPD basis set.

## Properties
Frontier orbital gap (alpha / beta)   3.22 / 3.36 eV
Total charge   -1
<S²>   0.756
Strongest force on any atom   0.0293 Eh/bohr
Multiplicity   2
DFT total energy   -19495.3013 eV
ΔE to the lowest compared entry with this formula, charge and spin   0.0 kJ/mol

Structure (XYZ):
```
22
Properties=species:S:1:pos:R:3:forces:R:3
O 1.95011 1.76827 -0.05549 -1.168 -0.225 0.684
C -0.30706 2.98898 -1.07984 0.253 0.033 -0.173
H -0.11285 -0.19934 3.09320 0.310 -0.037 -0.388
C -0.75414 -3.94761 0.65643 0.675 1.172 -0.658
Li -0.38941 -6.02392 -0.03486 -0.146 1.156 0.279
C 0.84587 1.20266 0.17136 1.308 -0.105 -0.390
H -1.50000 -0.35949 1.96186 0.322 -0.122 -0.343
H -1.33007 3.32999 -0.85332 0.075 -0.065 -0.050
O -1.28646 -4.32957 -0.41790 -0.481 -0.930 -0.081
H -0.47144 4.09577 -2.87733 -0.080 0.032 0.003
H -0.22795 -2.65564 2.93178 0.090 0.050 -0.186
O 1.25182 2.95217 -2.97551 -0.225 0.288 -0.046
O -0.96825 -2.67366 1.00456 -0.290 -0.309 -0.267
H -0.71999 2.34442 -3.07333 -0.007 0.150 0.136
C -0.11146 -2.08856 1.99045 0.396 0.188 0.306
O -0.22922 1.64743 -0.58172 -0.283 0.252 0.437
C -0.05526 3.09992 -2.58717 0.442 -0.182 -0.286
Rb 3.49826 2.71642 -1.88335 -0.270 -0.076 -0.088
O 0.04409 -4.66440 1.31163 0.208 -1.040 0.438
C -0.46841 -0.65397 2.16505 -0.714 0.025 0.756
H 0.94247 -2.18815 1.67013 -0.359 -0.081 0.060
H 0.39934 3.63827 -0.53663 -0.057 -0.174 -0.143
```
Forces are in eV/Å.